Density functional theory data (the ωB97M-V functional and the def2-TZVPD basis) for a single C10H12N2S2 molecule at a distorted geometry.

Positions of all 26 atoms, in Å:
1 C -4.5499 1.2507 -1.3940
2 C -3.2025 0.6645 -0.8864
3 C -3.1571 -0.3645 0.0610
4 C -1.8696 -0.9052 0.4495
5 C -0.6488 -0.4469 -0.1024
6 N 0.6454 -0.7492 0.3764
7 C 1.5253 -0.1558 -0.3925
8 N 2.8839 -0.3371 -0.2742
9 C 3.3914 -1.3264 0.6645
10 C 3.5467 -0.7603 1.9897
11 S 4.6820 0.6242 2.0465
12 S 0.8556 0.9911 -1.6112
13 C -0.7239 0.5707 -1.0988
14 C -1.9783 1.0878 -1.4732
15 H -5.3442 0.8476 -0.7208
16 H -4.7001 1.1707 -2.5011
17 H -4.4925 2.3379 -1.3281
18 H -4.0229 -0.8349 0.5531
19 H -1.7620 -1.6421 1.2351
20 H 3.5217 0.2587 -0.8089
21 H 2.6465 -2.1439 0.6707
22 H 4.4064 -1.6938 0.2628
23 H 3.8383 -1.5223 2.6811
24 H 2.6324 -0.3551 2.3497
25 H 3.8797 1.5331 1.4881
26 H -2.0034 1.9005 -2.2367

Cartesian forces (eV/Å) of the 6 atoms listed first:
1.0 0.0 0.3
0.1 -0.2 -1.0
2.3 -0.9 0.5
-0.2 0.9 -0.6
-1.0 0.9 0.6
0.0 0.2 -1.6

frontier orbital gap = 8.5 eV
ΔE to the lowest compared entry with this formula, charge and spin = 17.9 kcal/mol
M = 224.4 g/mol
structure (SMILES) = Cc1ccc2nc(NCCS)sc2c1
net charge = 0
strongest force on any atom = 3.0 eV/Å
E = -1294.14150 Ha